Molecular formula: C20H46N2O13V
Method: DFT, ωB97M-V/def2-TZVPD

* orbital gap (alpha / beta): 0.1248 / 0.1294 Eh
* ⟨S²⟩: 0.785
* E_HOMO (alpha / beta): 0.1 / -0.1 eV

Structure (ORCA input):
```
! wB97M-V def2-TZVPD RIJCOSX def2/J DEFGRID3
* xyz -2 2
O 0.941 2.630 5.069
H 1.930 3.451 -0.663
H -7.010 2.137 0.914
H 0.975 -0.413 4.201
H 0.711 2.518 -1.539
H -3.617 4.488 -0.384
H -2.509 -2.034 -3.434
H -4.364 1.837 1.069
C 0.997 2.199 3.936
H 4.727 -4.203 -5.529
O -5.536 3.557 1.052
H 0.313 5.133 -0.208
H 6.389 -3.652 -5.447
C 2.458 -0.543 -2.567
H -0.916 5.258 1.811
C -2.258 0.035 -1.478
H 3.677 0.064 -4.176
C -0.101 -2.300 2.758
H -2.511 -1.698 0.534
O 0.621 3.053 3.151
H 6.575 -6.148 -2.875
H 0.348 -3.115 6.100
C -0.492 4.409 -0.079
C -6.553 2.791 1.657
C -1.472 4.842 0.971
H 2.196 0.501 -2.397
N 3.923 -2.039 -3.890
O 2.648 -1.314 -1.391
O -2.355 2.777 4.348
O -0.927 1.000 1.356
H 7.432 -5.392 -4.213
H -1.878 -3.378 -2.470
H -1.899 5.748 0.541
C 1.446 -1.473 -0.613
H -0.988 -3.689 5.227
C -1.955 -2.292 -2.532
H -0.860 -1.358 4.567
H -0.907 -2.029 -2.675
H 1.567 -0.919 -3.070
C -3.330 3.572 0.131
H -3.582 -1.624 -1.229
H 4.537 -0.416 -2.698
H -6.131 2.189 2.462
H 0.838 -2.709 2.387
H 1.558 -2.059 0.300
O 0.194 1.294 3.938
H -2.670 0.501 -2.374
H -0.338 -1.365 2.250
H 1.560 1.848 -0.149
H -0.879 -3.033 2.547
C 3.726 -0.676 -3.378
H 5.157 -1.700 -5.524
H -7.271 3.495 2.076
C 5.468 -3.746 -4.872
C 6.442 -5.639 -3.829
O -3.051 1.320 3.257
O -1.924 -1.976 -0.172
H 5.910 -6.332 -4.481
H 0.690 -3.994 4.687
C -4.577 2.713 0.457
C 1.101 2.752 -0.548
H 4.026 -2.617 -3.069
H -2.712 0.541 -0.627
C -0.003 -3.248 5.077
C -0.015 -1.972 4.253
H -1.043 4.373 -1.019
H 6.000 -1.778 -4.095
H -3.230 4.258 1.893
C 5.150 -2.253 -4.585
O 5.696 -4.474 -3.677
C -3.093 1.820 4.393
H 1.045 -0.506 -0.310
V -1.246 2.171 2.406
O -2.856 1.157 5.412
H 0.751 -2.045 -1.229
N -2.525 3.844 1.300
H -1.188 0.229 -1.555
H -5.002 2.310 -0.462
C -2.506 -1.479 -1.327
H -2.675 2.947 -0.476
O 1.153 -1.300 4.522
O 0.076 3.169 0.303
*
```